DFT (ωB97M-V with the def2-TZVPD basis set) results for an isolated molecule of C6H17N3 in a non-equilibrium geometry.

```
! RIJCOSX wB97M-V def2-TZVPD def2/J DEFGRID3
* xyz 0 1
C -1.84603 0.28460 -1.08677
C -1.04383 -1.47427 0.32699
C 0.49821 -0.93681 -1.73852
N -0.65087 -0.29430 -0.46470
H -2.39567 -0.48668 -1.62955
H -2.52225 0.70295 -0.33193
H -0.16881 -1.85264 0.85298
H -1.82133 -1.22098 1.05484
H -1.44912 -2.24632 -0.33209
H -0.29297 -1.45257 -2.29048
H 0.94148 -0.16202 -2.35313
H 1.22793 -1.66667 -1.40202
H -1.56998 1.07055 -1.78807
C -0.19061 1.00705 1.82843
C 0.38436 0.84494 0.41798
N 0.36931 2.11223 -0.24688
N 2.07265 -0.89173 1.08514
C 1.71512 0.24689 0.30580
H -0.53889 2.55735 -0.25472
H 0.77057 2.06101 -1.17483
H 2.45458 -0.71327 2.00753
H 2.51435 -1.63041 0.54467
H 2.51609 0.95954 0.11374
H 0.34710 1.80606 2.33928
H -1.25212 1.28457 1.81149
H -0.06928 0.09094 2.40483
*
```

Computed properties:
Energy relative to the best compared isomer or geometry (same formula, charge and spin) = 454.9 kJ/mol
Kohn-Sham gap = 6.01 eV
HOMO energy = -0.1947 hartree
Maximum force = 0.055 hartree/bohr

=====

DFT (ωB97M-V with the def2-TZVPD basis set) results for a structure of composition C51H51AsClN7O2PS2Sn in a non-equilibrium geometry.

```
! RIJCOSX wB97M-V def2-TZVPD def2/J DEFGRID3
* xyz 1 1
Sn -0.28106 0.07369 1.27970
Cl 3.21497 1.79910 1.38271
C 4.71109 1.11218 0.66480
C 5.81269 1.13712 1.53097
C 7.05679 0.66113 1.07784
C 7.18141 0.32270 -0.27092
C 6.08122 0.36508 -1.09821
C 4.81005 0.64189 -0.60890
P 3.34287 0.60911 -1.66712
C 3.88527 1.84577 -2.80254
C 4.20111 3.11730 -2.24300
C 4.39472 4.22709 -3.04289
C 4.22072 4.10622 -4.44894
C 3.99297 2.86515 -5.00490
C 3.87471 1.72881 -4.20295
C 3.38971 -0.90068 -2.59527
C 2.43214 -1.02822 -3.67652
C 2.44251 -2.15841 -4.50826
C 3.33779 -3.18083 -4.21495
C 4.20509 -3.09417 -3.13391
C 4.21528 -1.95683 -2.30977
H 5.68341 1.56533 2.53712
H 7.91290 0.60751 1.77802
H 8.17630 0.08829 -0.69382
H 6.20590 0.12533 -2.15651
H 4.32973 3.23063 -1.18115
H 4.59233 5.18601 -2.57213
H 4.27694 4.98408 -5.10300
H 3.93455 2.77621 -6.09465
H 3.84569 0.76928 -4.68992
H 1.67900 -0.20345 -3.77518
H 1.79280 -2.16042 -5.37916
H 3.33166 -4.12144 -4.82595
H 4.93243 -3.88818 -2.98066
H 4.98706 -1.85967 -1.54243
S -0.81557 2.41756 2.18750
C -2.52998 2.82308 2.26612
C -2.86658 3.78987 3.23883
C -4.17924 4.15907 3.52894
C -5.19413 3.57937 2.82654
C -4.90464 2.59757 1.87902
C -3.58781 2.23587 1.56256
As -3.19751 0.74360 0.35010
C -3.74149 1.45632 -1.43153
C -4.22776 2.78372 -1.61184
C -4.41239 3.30038 -2.86831
C -4.10497 2.57457 -3.99310
C -3.73804 1.25730 -3.87058
C -3.55300 0.69834 -2.60060
C -4.82760 -0.27659 0.74380
C -5.16430 -0.56147 2.08752
C -6.41843 -1.01159 2.40253
C -7.38768 -1.27932 1.46813
C -7.05731 -1.07202 0.16518
C -5.80458 -0.52094 -0.22003
H -2.05633 4.17085 3.86388
H -4.38583 5.00224 4.26714
H -6.24426 3.83123 3.02213
H -5.75472 2.02862 1.48332
H -4.51260 3.35259 -0.73210
H -4.89132 4.29100 -2.94731
H -4.01842 3.06039 -4.95654
H -3.51048 0.65609 -4.77535
H -3.23654 -0.35284 -2.49256
H -4.42071 -0.42317 2.89056
H -6.62353 -1.18514 3.43483
H -8.37928 -1.62989 1.81582
H -7.75954 -1.35500 -0.64636
H -5.63925 -0.34487 -1.26318
C -1.05397 5.14536 -3.32860
O -0.83871 3.72814 -2.95064
C -0.03444 3.49536 -1.89251
O 0.10047 2.34629 -1.46045
N 0.49775 4.57564 -1.24089
N 1.30262 4.31716 -0.09683
H -1.72102 5.22435 -4.20393
H -0.18576 5.71514 -3.72863
H -1.58056 5.69402 -2.52359
H 0.48528 5.52221 -1.66417
H 0.62858 4.41755 0.66058
H 1.48808 3.32050 -0.18996
N -0.28657 -3.06942 -0.40898
C -0.90528 -4.31838 -0.41644
C -0.15168 -5.49865 -0.19174
C -0.86005 -6.67488 -0.10261
C -2.27334 -6.74431 -0.20959
C -2.98932 -5.55731 -0.45737
C -2.30993 -4.37870 -0.58659
H 0.70878 -3.05893 -0.25931
H -0.63183 -2.37774 -1.06745
H 0.96093 -5.48702 -0.12450
H -0.26026 -7.56606 0.10749
H -2.77841 -7.69258 -0.15472
H -4.07335 -5.54981 -0.64814
H -2.85533 -3.46435 -0.83141
C 3.56209 -1.46792 4.44613
N 2.74971 -2.66877 4.11458
C 2.40212 -3.74390 4.97358
C 1.66031 -4.60172 4.24588
N 1.61568 -4.13066 2.94414
C 2.22422 -2.89620 2.86211
S 2.29337 -1.87625 1.52102
H 4.45574 -1.75711 4.99227
H 3.00883 -0.75099 5.06310
H 3.91442 -1.02417 3.49364
H 2.73723 -3.75037 6.02785
H 1.29985 -5.61221 4.48971
H 1.10657 -4.49768 2.16082
N -0.40665 -1.22550 5.53953
C -0.89706 -2.43432 5.00681
C -1.17043 -2.17459 3.69079
N -0.82079 -0.82145 3.41433
C -0.37726 -0.28995 4.58866
H -0.22080 -1.08845 6.53523
H -0.90945 -3.36441 5.59251
H -1.59158 -2.80931 2.91050
H -0.07578 0.73279 4.85521
*
```

Computed properties:
Energy relative to the best compared isomer or geometry (same formula, charge and spin) = 97.5 kJ/mol
Kohn-Sham gap = 6.92 eV
HOMO energy = -0.3441 hartree
Maximum force = 0.044 hartree/bohr

=====

DFT (ωB97M-V with the def2-TZVPD basis set) results for an isolated molecule of C3H7PS in a non-equilibrium geometry.

```
! RIJCOSX wB97M-V def2-TZVPD def2/J DEFGRID3
* xyz 0 1
C 0.21064 -0.45327 1.23217
C 0.15397 0.21441 -0.05345
C 0.01505 -0.68416 -1.26342
P -1.45444 1.51017 -0.10679
S -0.69550 3.07338 0.62008
H -0.69493 -0.89909 1.68022
H 0.64305 0.29580 2.08775
H 0.90577 -1.21334 0.96297
H 0.95273 0.84755 -0.27426
H -0.49381 -1.72158 -1.19066
H -0.52365 -0.00151 -1.91183
H 0.98111 -0.96837 -1.78279
*
```

Computed properties:
Energy relative to the best compared isomer or geometry (same formula, charge and spin) = 90.6 kJ/mol
SMILES = CC(C)P=S
Kohn-Sham gap = 7.15 eV
HOMO energy = -0.3032 hartree
Maximum force = 0.080 hartree/bohr

=====

DFT (ωB97M-V with the def2-TZVPD basis set) results for an isolated molecule of C3H3NO.

```
! RIJCOSX wB97M-V def2-TZVPD def2/J DEFGRID3
* xyz 0 1
C 0.10664 0.06274 -1.08770
C 0.57262 -0.70132 -0.10427
N 0.55005 -0.17905 1.22993
C -0.42412 0.55643 1.37592
O -1.37913 1.21401 1.50122
H -0.18946 -0.30752 -2.05822
H -0.09715 1.10047 -0.81544
H 0.93508 -1.72187 -0.19156
*
```

Computed properties:
Energy relative to the best compared isomer or geometry (same formula, charge and spin) = 53.2 kJ/mol
SMILES = C=CN=C=O
Kohn-Sham gap = 10.55 eV
HOMO energy = -0.3530 hartree
Maximum force = 0.019 hartree/bohr

=====

DFT (ωB97M-V with the def2-TZVPD basis set) results for a cluster of 3 separate species, C18H39BN3O6S in total in a non-equilibrium geometry.

```
! RIJCOSX wB97M-V def2-TZVPD def2/J DEFGRID3
* xyz -1 3
N -2.59014 3.09307 2.35923
B -2.56916 1.56712 2.37239
O -3.87328 0.81560 2.32599
S -1.01966 0.49297 2.49353
O -1.41322 -1.03479 2.43981
O -0.37330 0.83142 3.89256
O 0.17786 0.86489 1.32658
H -3.07592 3.45740 1.48610
H -3.26765 3.34294 3.14137
H -3.83775 0.28196 3.19664
C 0.35809 -7.41252 2.13271
C -0.24111 -7.14435 0.71964
C 0.81129 -7.12585 -0.43351
C 1.59162 -5.83304 -0.62811
C 0.66681 -4.62176 -0.61837
C -0.22499 -4.59945 0.64888
N -1.02246 -5.87007 0.81179
O -2.00597 -5.89873 -0.19321
C 0.71279 -4.32864 1.86246
C -1.14326 -3.34153 0.62170
C -1.07914 -8.44826 0.45965
H 0.34546 -6.54794 2.79927
H -0.23112 -8.15473 2.68906
H 1.39310 -7.77877 2.07354
H 0.29303 -7.31285 -1.38497
H 1.52007 -7.95592 -0.31069
H 2.36592 -5.74226 0.14107
H 2.12410 -5.87180 -1.58620
H 1.27490 -3.70821 -0.67648
H 0.04963 -4.62847 -1.52696
H 0.14752 -4.28947 2.80320
H 1.22472 -3.36421 1.75279
H 1.51207 -5.06485 1.97272
H -1.79605 -3.30803 -0.25741
H -0.54623 -2.42149 0.60008
H -1.77317 -3.29995 1.51912
H -1.92264 -8.53980 1.15348
H -0.44576 -9.33747 0.59535
H -1.47116 -8.50463 -0.56271
C 0.37070 4.81891 -3.54627
C -0.34850 5.39392 -2.28936
C -0.07431 6.90833 -2.02661
C 1.22770 7.25589 -1.31801
C 1.44753 6.36915 -0.09819
C 1.34587 4.86658 -0.46376
N 0.03621 4.52577 -1.13130
O -0.98272 4.62436 -0.16683
C 2.57353 4.53095 -1.36138
C 1.58787 4.00007 0.80782
C -1.86004 5.34140 -2.71663
H 1.18500 4.12691 -3.32264
H -0.30681 4.20523 -4.15614
H 0.77180 5.61730 -4.18704
H -0.87965 7.30620 -1.39261
H -0.12956 7.47064 -2.96853
H 2.06771 7.17848 -2.01643
H 1.19828 8.30512 -0.99982
H 2.43297 6.59388 0.33323
H 0.71495 6.63009 0.67752
H 2.57575 3.47298 -1.65589
H 3.51235 4.71899 -0.82520
H 2.63524 5.13929 -2.26643
H 0.86998 4.20723 1.60896
H 2.58377 4.18964 1.22693
H 1.53425 2.93110 0.56643
H -2.21488 4.31256 -2.84644
H -1.99906 5.85920 -3.67728
H -2.52180 5.84228 -2.00018
*
```

Computed properties:
Kohn-Sham gap (spin up / spin down) = 7.47 / 7.04 eV
HOMO energy (spin up / spin down) = -0.1825 / -0.1825 hartree
Maximum force = 0.153 hartree/bohr